This record from the Open Molecules 2025 dataset describes a molecular structure, C33H25Br2N7ORuS2. The level of theory is ωB97M-V/def2-TZVPD.

- HOMO (spin up / spin down): -12.568 / -13.663 eV
- Orbital gap (spin up / spin down): 5.9 / 5.1 eV
- Total charge: +2
- 2S+1: 5

Geometry (Å):
1 Ru -0.3182 0.9194 -1.8268
2 S 1.9852 0.5440 -1.5176
3 C 1.9856 0.9610 0.1797
4 N 3.1727 1.1041 0.7464
5 N 3.3145 0.9922 2.0567
6 C 2.8475 -0.0042 2.8862
7 C 3.0471 0.1603 4.2667
8 C 2.5994 -0.8018 5.1446
9 C 1.9651 -1.9439 4.6641
10 C 1.7936 -2.1219 3.2941
11 C 2.2313 -1.1672 2.4007
12 N 0.8616 1.1983 0.8420
13 N -0.2869 0.9724 0.2514
14 C -1.4145 1.0992 1.0627
15 C -2.6822 0.7185 0.5939
16 C -3.7810 0.7720 1.4302
17 C -3.6453 1.1813 2.7509
18 C -2.3943 1.5594 3.2247
19 C -1.2907 1.5306 2.3970
20 H 3.9790 1.6450 2.4541
21 H 3.5392 1.0548 4.6314
22 H 2.7503 -0.6725 6.2073
23 H 1.6244 -2.7037 5.3539
24 H 1.3316 -3.0274 2.9241
25 H 2.1436 -1.3363 1.3367
26 H -2.8034 0.3544 -0.4140
27 H -4.7526 0.4809 1.0524
28 H -4.5074 1.2011 3.4033
29 H -2.2800 1.8793 4.2518
30 H -0.3188 1.8368 2.7525
31 C 1.9064 3.8354 -1.9652
32 C 0.4396 4.0843 -1.8859
33 C 0.0239 5.4240 -1.7590
34 C -1.2967 5.7643 -1.7598
35 C -2.2540 4.7543 -1.9424
36 C -3.6616 4.9836 -2.0815
37 Br -4.3473 6.7133 -1.8864
38 C -4.5428 3.9563 -2.3722
39 C -4.0789 2.6624 -2.4849
40 Br -5.2346 1.2444 -2.8610
41 C -2.7049 2.3562 -2.2746
42 O -2.2650 1.1683 -2.3001
43 C -1.7826 3.4391 -2.0254
44 N -0.4604 3.0908 -1.9527
45 H 2.4070 4.7174 -2.3611
46 H 2.1326 2.9944 -2.6048
47 H 2.3181 3.6444 -0.9713
48 H 0.7860 6.1862 -1.6814
49 H -1.5966 6.7983 -1.6576
50 H -5.5951 4.1634 -2.5075
51 S -0.0443 -5.5711 -2.4844
52 C -0.2846 -3.8217 -2.2509
53 C 0.1067 -2.9369 -3.2551
54 C -0.0336 -1.5859 -3.0343
55 N -0.5239 -1.0882 -1.8882
56 C -0.9552 -1.9333 -0.9456
57 C -0.8630 -3.3026 -1.0966
58 C 1.2835 -5.8053 -1.2917
59 C 2.5691 -5.9445 -1.7901
60 C 3.5958 -6.1800 -0.8781
61 N 3.3815 -6.2689 0.4246
62 C 2.1494 -6.1386 0.8940
63 C 1.0535 -5.9053 0.0700
64 H 0.5306 -3.3057 -4.1781
65 H 0.2888 -0.8630 -3.7792
66 H -1.3781 -1.4982 -0.0506
67 H -1.2391 -3.9512 -0.3190
68 H 2.7690 -5.8843 -2.8507
69 H 4.6186 -6.3015 -1.2153
70 H 2.0286 -6.2443 1.9662
71 H 0.0573 -5.8366 0.4867



This record from the Open Molecules 2025 dataset describes 2 unconnected molecules or ions with the total composition C15H24NO6. The level of theory is ωB97M-V/def2-TZVPD.

- HOMO (spin up / spin down): -9.358 / -9.358 eV
- Orbital gap (spin up / spin down): 8.0 / 7.6 eV
- Total charge: 0
- 2S+1: 2

Geometry (Å):
1 C 0.7281 -2.3355 3.4846
2 C 1.2568 -1.7970 2.1597
3 C 2.0618 -0.4923 2.4204
4 C 0.8168 0.3375 2.0761
5 C 0.1440 -0.9528 1.4550
6 C 0.0583 -1.0141 -0.0673
7 C -1.3205 -0.6611 -0.6098
8 C -1.3875 0.1922 -1.9814
9 C -1.3617 1.7897 -1.6517
10 C -0.1473 2.2602 -0.8805
11 C -0.2735 2.1495 0.6435
12 C 0.9904 1.5379 1.2209
13 C 2.1764 2.1358 0.9807
14 O -1.3136 2.3138 -2.9768
15 N -2.3726 3.2704 -3.0672
16 O -2.6645 3.6088 -4.1967
17 O -2.8485 3.6582 -1.9980
18 C -0.2137 -0.1998 -2.8919
19 O -2.5791 0.1246 -2.4557
20 O -3.5244 -3.5589 -3.2979
21 O -2.7554 -2.8583 -3.9718
22 C 1.9374 -2.8799 1.3426
23 H -0.0091 -3.1325 3.3115
24 H 1.5569 -2.7541 4.0733
25 H 0.2507 -1.5414 4.0784
26 H 2.3976 -0.3750 3.4604
27 H 2.8921 -0.3515 1.7221
28 H 0.2515 0.5945 2.9939
29 H -0.8424 -1.1228 1.9189
30 H 0.8362 -0.3692 -0.5018
31 H 0.3140 -2.0333 -0.4089
32 H -1.8499 -1.6022 -0.8307
33 H -1.9278 -0.1234 0.1329
34 H -2.2990 2.0393 -1.1426
35 H 0.7286 1.6810 -1.2251
36 H 0.0661 3.3239 -1.1083
37 H -0.4095 3.1745 1.0259
38 H -1.1701 1.5825 0.9159
39 H 2.2080 2.9884 0.3063
40 H 3.0986 1.8303 1.4695
41 H 0.7632 0.1618 -2.5529
42 H -0.1673 -1.2908 -2.9357
43 H -0.4117 0.1840 -3.8950
44 H 2.3838 -2.4886 0.4201
45 H 2.7290 -3.3460 1.9459
46 H 1.2027 -3.6584 1.0892



This record from the Open Molecules 2025 dataset describes a molecular structure, C50H53ClN5O5S3SeY. The level of theory is ωB97M-V/def2-TZVPD.

- HOMO: -1.617 eV
- Orbital gap: 5.6 eV
- Total charge: -2
- Energy relative to the best compared isomer or geometry (same formula, charge and spin): 0.1891 eV

Geometry (Å):
1 Y 0.1542 0.0964 0.1632
2 C 6.1824 2.2840 1.8529
3 C 5.2150 1.4039 2.6514
4 C 3.7830 1.6608 2.3117
5 C 2.8457 2.3383 3.0272
6 C 3.0233 3.1485 4.2701
7 C 3.0985 4.6414 3.9290
8 C 1.5966 2.2136 2.2995
9 C 0.3876 2.7595 2.7094
10 C -0.8331 2.6919 2.0441
11 C -2.0610 3.3157 2.5007
12 C -2.1747 4.2120 3.6905
13 C -1.6255 5.6104 3.3872
14 C -3.0233 2.9729 1.6001
15 C -2.3587 2.2031 0.5672
16 C -2.9446 1.8490 -0.6412
17 C -2.2746 1.3590 -1.7568
18 N -0.9695 0.9947 -1.7834
19 C -0.6666 0.7192 -3.0765
20 C 0.5770 0.3102 -3.5482
21 C 1.7502 0.1660 -2.8163
22 N 1.8744 0.4399 -1.4927
23 C 3.1625 0.1897 -1.1538
24 C 3.7285 0.4991 0.0797
25 C 3.1041 1.1590 1.1313
26 N 1.7889 1.4963 1.1626
27 C 3.8957 -0.3003 -2.3060
28 C 3.0207 -0.2868 -3.3506
29 C 3.2869 -0.5963 -4.7883
30 C 3.5735 0.6852 -5.5788
31 C 5.3175 -0.7650 -2.2808
32 C 6.3204 0.3823 -2.4327
33 C -1.8278 0.9342 -3.9200
34 C -2.8396 1.3060 -3.0907
35 C -4.2384 1.6876 -3.4509
36 C -4.3858 3.2070 -3.5902
37 C -1.8301 0.8660 -5.4124
38 C -1.1627 2.1136 -6.0066
39 N -1.0467 2.0398 0.8774
40 C -4.4782 3.3177 1.6241
41 C -4.7747 4.6124 0.8598
42 H 7.2186 2.0394 2.0952
43 H 6.0106 3.3362 2.0814
44 H 6.0334 2.1460 0.7834
45 H 5.3676 1.5875 3.7184
46 H 5.4212 0.3463 2.4692
47 H 3.9381 2.8458 4.7844
48 H 2.1886 2.9701 4.9523
49 H 3.9411 4.8318 3.2648
50 H 3.2179 5.2565 4.8235
51 H 2.1926 4.9480 3.4087
52 H 0.3871 3.2823 3.6571
53 H -1.6171 3.7779 4.5224
54 H -3.2220 4.2902 3.9943
55 H -0.5952 5.5433 3.0409
56 H -1.6575 6.2457 4.2743
57 H -2.2120 6.0876 2.6027
58 H -4.0007 2.0590 -0.7537
59 H 0.6215 0.0599 -4.6002
60 H 4.7733 0.2513 0.2120
61 H 2.4210 -1.1059 -5.2163
62 H 4.1464 -1.2662 -4.8730
63 H 2.7231 1.3618 -5.5133
64 H 3.7724 0.4679 -6.6300
65 H 4.4429 1.1949 -5.1642
66 H 5.4814 -1.4849 -3.0872
67 H 5.4954 -1.2814 -1.3345
68 H 6.2142 0.8521 -3.4103
69 H 7.3467 0.0235 -2.3323
70 H 6.1391 1.1394 -1.6720
71 H -4.9234 1.3239 -2.6818
72 H -4.5240 1.2124 -4.3927
73 H -4.1280 3.6986 -2.6532
74 H -5.4080 3.4793 -3.8610
75 H -3.7129 3.5867 -4.3587
76 H -2.8573 0.7964 -5.7801
77 H -1.2983 -0.0296 -5.7430
78 H -1.7187 3.0083 -5.7249
79 H -1.1236 2.0604 -7.0969
80 H -0.1497 2.2168 -5.6193
81 H -4.8059 3.4270 2.6625
82 H -5.0524 2.4991 1.1829
83 H -4.1755 5.4312 1.2571
84 H -5.8294 4.8837 0.9385
85 H -4.5247 4.4927 -0.1937
86 Se -0.0393 -2.2914 -1.3230
87 C -1.5720 -2.2408 -2.2653
88 N -2.5376 -2.2539 -2.9064
89 O 1.9696 -1.6518 0.8364
90 Cl 1.8844 -1.6363 2.2687
91 O 1.7037 -2.9578 2.7632
92 O 0.7832 -0.7981 2.6398
93 O 3.0942 -1.1127 2.8188
94 O -1.5483 -0.8790 0.9930
95 C -2.3006 -1.4400 2.0042
96 C -2.6733 -0.4508 3.1078
97 C -3.9138 0.0525 3.3715
98 C -3.9391 0.9432 4.4703
99 C -2.7102 1.0880 5.0299
100 S -1.5026 0.1713 4.2123
101 C -1.6807 -2.6944 2.6101
102 C -1.0828 -3.7026 1.9284
103 C -0.7170 -4.7998 2.7444
104 C -1.0649 -4.6250 4.0422
105 S -1.8215 -3.0964 4.2901
106 C -3.6028 -1.9153 1.3628
107 C -4.4835 -2.9110 1.6569
108 C -5.5175 -3.0171 0.6944
109 C -5.3955 -2.0928 -0.2948
110 S -4.0005 -1.1080 -0.0984
111 H -4.7887 -0.2128 2.7995
112 H -4.8360 1.4330 4.8229
113 H -2.4356 1.7030 5.8689
114 H -0.9079 -3.6513 0.8649
115 H -0.2178 -5.6753 2.3630
116 H -0.8959 -5.2722 4.8848
117 H -4.3910 -3.5627 2.5116
118 H -6.3052 -3.7543 0.7397
119 H -6.0166 -1.9654 -1.1618



This record from the Open Molecules 2025 dataset describes a single C7H8BrFN2O molecule. The level of theory is ωB97M-V/def2-TZVPD.

- HOMO (spin up / spin down): -7.380 / -7.331 eV
- Orbital gap (spin up / spin down): 3.7 / 3.6 eV
- Total charge: 0
- Energy relative to the best compared isomer or geometry (same formula, charge and spin): 2.5558 eV

Geometry (Å):
1 C -0.0919 -1.3189 -1.5079
2 C 1.1650 -1.4722 -1.2005
3 C -0.6246 2.0839 0.1819
4 C -1.1117 -0.9954 -0.5446
5 C -1.0845 1.0093 1.1567
6 C -0.6102 -0.3879 0.8442
7 C 0.8886 -0.4409 0.9375
8 N 1.6141 -0.8599 -0.0300
9 N 0.4210 1.7445 -0.5352
10 O -1.1348 3.1915 0.1141
11 F 1.0534 2.6598 -1.3940
12 Br 3.8250 -0.6413 0.3741
13 H -0.3933 -1.7186 -2.3955
14 H 2.0296 -1.9174 -1.8243
15 H -1.8107 -0.2602 -0.8595
16 H -1.6498 -1.8924 -0.3610
17 H -0.6439 1.2429 2.0925
18 H -2.1001 1.0343 1.3546
19 H -1.1236 -0.9824 1.7460
20 H 1.3823 -0.0785 1.8512



This record from the Open Molecules 2025 dataset describes a molecular structure, C34H86CdF3O12. The level of theory is ωB97M-V/def2-TZVPD.

- HOMO: -11.282 eV
- Orbital gap: 7.4 eV
- Total charge: +1
- Energy relative to the best compared isomer or geometry (same formula, charge and spin): 1.3738 eV

Geometry (Å):
1 Cd -2.6239 -2.2765 1.4693
2 C -0.6161 -0.4805 0.7291
3 O -1.7234 -0.8215 -0.1511
4 O -0.6697 -1.4384 1.7372
5 C 0.7819 -0.0550 0.0429
6 F 0.6785 0.8396 -0.9543
7 F 1.7048 0.3245 0.9119
8 F 1.3230 -1.1160 -0.6175
9 C -2.2757 0.2115 -0.9546
10 C -3.0949 -0.6370 -1.9767
11 H -3.4146 -0.0049 -2.8051
12 H -2.4724 -1.4205 -2.4086
13 H -3.9351 -1.1198 -1.4776
14 H -1.5678 0.7957 -1.5425
15 H -2.8521 1.0103 -0.4880
16 H -0.9345 0.4493 1.2004
17 C 2.5894 0.5618 3.9595
18 C 2.5435 -0.9361 3.8828
19 C 3.4565 -1.6032 4.9500
20 O 1.2508 -1.3039 4.3130
21 H 2.4937 0.8090 5.0168
22 H 1.7147 1.0048 3.4833
23 H 3.5008 0.9377 3.4946
24 H 2.6576 -1.3677 2.8884
25 H 3.3022 -1.2643 5.9744
26 H 4.5067 -1.5309 4.6670
27 H 3.2501 -2.6698 4.8612
28 H 0.6894 -1.2350 3.5373
29 C -5.3571 3.7150 1.2611
30 C -5.3379 2.2188 1.5410
31 C -5.9525 1.2815 0.4968
32 O -3.9935 1.8131 1.7739
33 H -4.9569 4.3443 2.0561
34 H -6.3760 4.0647 1.0949
35 H -4.8155 4.0880 0.3918
36 H -5.9095 1.9809 2.4381
37 H -7.0306 1.4340 0.4457
38 H -5.7487 0.2430 0.7576
39 H -5.5726 1.3683 -0.5211
40 H -3.4164 2.5786 1.8229
41 C -0.3814 -3.8689 -1.4605
42 C -1.7430 -4.3459 -0.8203
43 C -1.9445 -5.8300 -0.7681
44 O -1.7159 -3.8702 0.4896
45 H -0.4544 -4.0249 -2.5368
46 H 0.4561 -4.3957 -1.0030
47 H -0.2661 -2.7937 -1.3240
48 H -2.5975 -3.9157 -1.3426
49 H -2.9156 -6.0770 -0.3391
50 H -1.1134 -6.4046 -0.3592
51 H -2.0199 -6.0870 -1.8247
52 H -0.9376 -4.3212 0.8252
53 C 5.2891 -2.4974 -1.6046
54 C 4.1692 -1.7760 -2.4594
55 C 3.9996 -0.2430 -2.1342
56 O 4.5553 -1.7963 -3.8093
57 H 5.5616 -3.4948 -1.9496
58 H 5.1206 -2.6581 -0.5398
59 H 6.1846 -1.8810 -1.6835
60 H 3.2277 -2.3040 -2.3079
61 H 4.9005 0.3688 -2.1806
62 H 3.5121 -0.1140 -1.1679
63 H 3.2711 0.2355 -2.7887
64 H 4.9844 -2.6310 -4.0113
65 C 0.6579 -1.0644 -3.9033
66 C 1.0787 -1.5551 -5.2890
67 C 1.7618 -0.4257 -6.1210
68 O 1.9624 -2.5931 -4.9869
69 H 0.1161 -0.1332 -4.0692
70 H 1.4322 -0.9123 -3.1514
71 H -0.0277 -1.7799 -3.4493
72 H 0.1827 -1.9337 -5.7810
73 H 2.1873 -0.8249 -7.0417
74 H 2.5230 0.1417 -5.5854
75 H 0.9870 0.2794 -6.4221
76 H 2.7377 -2.2973 -4.5041
77 C -2.9104 0.4997 4.7169
78 C -3.4623 -0.7891 4.0977
79 C -4.9608 -1.0396 4.3987
80 O -3.3854 -0.7184 2.6932
81 H -3.4423 1.4181 4.4683
82 H -1.8621 0.6730 4.4739
83 H -3.0270 0.4680 5.8002
84 H -2.8609 -1.6136 4.4806
85 H -5.4085 -1.9687 4.0458
86 H -5.5482 -0.2116 4.0018
87 H -5.1387 -0.9924 5.4731
88 H -3.6717 0.1358 2.3615
89 C 1.9865 -5.4509 3.1658
90 C 1.3362 -4.5281 2.2286
91 C 2.3317 -3.8174 1.2759
92 O 0.4811 -5.2586 1.3779
93 H 2.6204 -6.1066 2.5689
94 H 1.3159 -5.9686 3.8517
95 H 2.6135 -4.8188 3.7946
96 H 0.6750 -3.8856 2.8100
97 H 1.7943 -3.1087 0.6458
98 H 2.9230 -4.5068 0.6732
99 H 3.0799 -3.2519 1.8314
100 H 1.0280 -5.8625 0.8701
101 C -0.2978 3.2935 2.4054
102 C -1.0052 4.1382 1.3187
103 C -0.9052 3.7013 -0.0793
104 O -2.4013 4.0346 1.5758
105 H 0.7783 3.2881 2.2321
106 H -0.5919 2.2440 2.4200
107 H -0.3717 3.6434 3.4351
108 H -0.5753 5.1363 1.4035
109 H 0.1381 3.8346 -0.3651
110 H -1.4840 4.2680 -0.8087
111 H -1.1282 2.6352 -0.1218
112 H -2.7811 4.7186 1.0195
113 C -1.5677 2.6288 -4.4062
114 C -2.4875 3.7130 -3.8215
115 C -1.8582 5.1471 -3.8756
116 O -3.6297 3.7227 -4.6461
117 H -0.7108 2.3995 -3.7727
118 H -1.1394 2.8956 -5.3723
119 H -2.1057 1.6838 -4.4811
120 H -2.7447 3.4170 -2.8044
121 H -1.4050 5.2899 -4.8565
122 H -1.1512 5.3340 -3.0673
123 H -2.6663 5.8742 -3.7952
124 H -3.3830 3.9466 -5.5465
125 C 3.9003 2.8320 0.6456
126 C 5.0536 3.2152 -0.1693
127 C 5.1379 4.7363 -0.5300
128 O 6.1731 2.9828 0.6233
129 H 3.7173 3.3741 1.5734
130 H 4.0183 1.7771 0.8933
131 H 3.0414 2.8726 -0.0242
132 H 5.0450 2.5673 -1.0458
133 H 4.1984 5.0089 -1.0107
134 H 5.9567 4.9453 -1.2183
135 H 5.3479 5.3694 0.3321
136 H 6.8392 3.0659 -0.0630



This record from the Open Molecules 2025 dataset describes a single C4H6O molecule. The level of theory is ωB97M-V/def2-TZVPD.

- HOMO: -9.862 eV
- Orbital gap: 10.9 eV
- Total charge: 0
- SMILES: O=CC1CC1
- Energy relative to the best compared isomer or geometry (same formula, charge and spin): 0.6281 eV

Geometry (Å):
1 O 2.6533 -0.0384 -0.2201
2 C 1.5516 -0.0484 0.3252
3 C 0.3137 -0.2324 -0.5115
4 C -0.7817 0.7736 -0.0997
5 C -0.9599 -0.6867 0.1376
6 H 1.3928 0.2838 1.4080
7 H 0.4900 -0.3656 -1.6044
8 H -1.4166 1.2358 -0.8706
9 H -0.5776 1.3496 0.8298
10 H -0.9307 -1.0898 1.1211
11 H -1.7349 -1.1815 -0.5154



This record from the Open Molecules 2025 dataset describes a molecular structure, C30H27N5OS2ScSe. The level of theory is ωB97M-V/def2-TZVPD.

- HOMO (spin up / spin down): -0.662 / -0.726 eV
- Orbital gap (spin up / spin down): 4.9 / 4.7 eV
- Total charge: -2
- 2S+1: 2
- Energy relative to the best compared isomer or geometry (same formula, charge and spin): 1.8801 eV

Geometry (Å):
1 Sc 1.3941 0.4445 0.4592
2 N 1.2677 4.6662 1.1992
3 C 0.8289 3.4287 0.9457
4 O 1.6282 2.4873 0.6985
5 C -0.6580 3.2552 1.0148
6 C -1.0871 1.8523 0.8473
7 H 2.2475 4.9518 1.0971
8 H 0.6429 5.4497 1.3518
9 H -1.0211 3.8458 0.1431
10 H -1.0294 3.7539 1.9104
11 H -1.3118 1.5530 -0.1716
12 H -1.5759 1.3102 1.6453
13 N -4.9098 -3.7981 7.9456
14 C -4.1908 -3.4233 7.1112
15 C -3.3944 -2.8070 6.1256
16 C -3.0233 -1.4356 6.2622
17 C -2.2167 -0.8594 5.2999
18 C -1.8372 -1.6655 4.1774
19 C -2.2448 -3.0128 4.0350
20 C -3.0035 -3.5616 5.0212
21 C -0.9476 -1.2331 3.0844
22 C 0.2076 -0.5404 3.4234
23 C 0.7240 -0.3985 4.7552
24 C 1.8419 0.4338 4.7326
25 C 1.9446 0.8808 3.4071
26 N 0.9756 0.3301 2.6104
27 C -1.3267 -1.4888 1.7018
28 C -2.6185 -1.6184 1.1820
29 C -2.5351 -1.7185 -0.2642
30 C -1.2131 -1.8919 -0.5901
31 N -0.4122 -1.6206 0.5891
32 H -3.3655 -0.8941 7.1306
33 H -1.8526 0.1823 5.3621
34 H -1.9823 -3.5263 3.1056
35 H -3.3424 -4.6057 4.9727
36 H 0.2815 -0.8130 5.6319
37 H 2.5027 0.6726 5.5677
38 H 2.6939 1.5638 3.0304
39 H -3.4960 -1.6424 1.8246
40 H -3.3932 -1.6460 -0.9436
41 H -0.7302 -2.1003 -1.5446
42 S 6.2258 0.5046 0.3818
43 C 4.6598 0.2122 0.2881
44 N 3.4781 0.1357 0.2216
45 C 1.1713 0.2208 -8.5161
46 C 1.1467 0.2581 -7.0360
47 C 2.2694 0.5681 -6.3019
48 C 2.2123 0.7673 -4.9361
49 C 3.4395 1.1472 -4.1802
50 C 0.9636 0.6327 -4.2734
51 Se 0.7767 1.4638 -2.5205
52 C -0.1718 0.1214 -4.9796
53 C -1.4675 -0.2109 -4.3190
54 C -0.0185 -0.0256 -6.3436
55 H 2.2065 0.2670 -8.8972
56 H 0.6939 1.0873 -8.9614
57 H 0.6707 -0.6692 -8.8906
58 H 3.2463 0.7509 -6.8295
59 H 4.3358 0.9420 -4.8022
60 H 3.5638 0.5692 -3.2701
61 H 3.4657 2.2167 -3.9172
62 H -1.6184 0.2528 -3.3267
63 H -1.5981 -1.2822 -4.1910
64 H -2.2852 0.0893 -4.9966
65 H -0.8636 -0.3861 -6.9180
66 S 2.1111 -2.7029 0.9506
67 C 0.9242 -1.6911 0.6766



| no. | largest force on an atom (eV/Å) |
| --- | --- |
| 1 | 2.36 |
| 2 | 3.89 |
| 3 | 2.26 |
| 4 | 4.20 |
| 5 | 3.06 |
| 6 | 2.24 |
| 7 | 6.00 |